Below is a cluster of 11 separate species, C4H29NO12S in total at a distorted geometry, with properties calculated with ωB97M-V with the def2-TZVPD basis set.

## Properties
**HOMO level**: -9.51 eV
**Max |F|**: 2.61 eV/A
**LUMO level**: 0.10 eV
**SMILES**: O=CN[C@H](CO)CS.O.O.O.O.O.O.O.O.O.O
**Total charge**: 0
**Orbital gap**: 9.610 eV
**Energy above the lowest of the compared OMol25 structures with the same formula, charge and spin**: 5.007 eV

Cartesian coordinates (Å):
O -2.35247 1.95601 0.88020
C -2.56947 0.88844 1.41030
N -1.66514 0.10100 2.03082
C -0.30020 0.60156 2.25556
C 0.65221 0.04220 1.17993
O 1.12985 1.18178 0.38981
C 0.11767 0.23918 3.65437
S 1.86063 0.72734 4.08452
H -3.55651 0.37530 1.17835
H -1.91798 -0.79905 2.41407
H -0.40335 1.71170 2.26577
H 0.21497 -0.60867 0.42136
H 1.60204 -0.45727 1.45041
H 0.65394 2.01840 0.33430
H -0.45960 0.74634 4.43717
H 0.22481 -0.83842 3.86920
H 2.27618 1.50535 3.09384
O -0.06165 1.04172 -2.29873
H -0.94158 1.35730 -2.04365
H 0.53621 1.35971 -1.60154
O 2.53650 -2.15592 -2.49342
H 2.47446 -1.77646 -3.38159
H 2.74866 -3.08082 -2.66763
O -1.24038 -1.49029 -1.34947
H -1.27319 -2.25409 -1.97541
H -0.41329 -1.04218 -1.57063
O -0.74831 -0.63523 -4.25028
H -0.65262 -0.36320 -3.32096
H -0.91287 0.19093 -4.72628
O -1.72391 -3.31473 1.11788
H -0.90242 -3.74566 0.87381
H -2.00672 -2.80104 0.35140
O 2.75011 0.41842 -3.27683
H 1.94737 0.19098 -2.80557
H 3.39747 1.01830 -2.90708
O -0.83988 3.95726 0.82544
H -1.74356 4.07722 1.16013
H -1.15860 3.67640 -0.04682
O -3.68609 -1.11264 -0.98395
H -3.33862 -1.62705 -1.69992
H -3.08258 -0.46572 -0.63563
O 3.36397 1.79790 -1.20614
H 2.74520 1.20313 -0.75801
H 3.92635 2.48054 -0.84034
O 0.07981 -3.89186 -2.17851
H 0.68772 -3.14986 -2.08466
H 0.10227 -4.59818 -1.53698

How is the electron density shared among the atoms? According to Löwdin, the charges in e are: 0.000, -0.338, 0.086, -0.341, -0.126, -0.137, -0.475, 0.712, 0.150, 0.141, 0.151, 0.098, 0.126, 0.075, 0.074, 0.075, -0.160, -0.054, 0.079, 0.036, -0.062, 0.043, 0.049, -0.095, 0.064, 0.018, -0.071, -0.033, 0.045, -0.056, 0.023, 0.000, -0.067, -0.005, 0.017, -0.081, 0.042, 0.030, -0.052, 0.020, -0.020, -0.065, 0.028, 0.059, -0.047, 0.002, 0.043